Record 1
Formula: C5H11O3
Source: the OMol25 dataset
Level of theory: the ωB97M-V functional and the def2-TZVPD basis

The geometry in XYZ format:
```
19
Properties=species:S:1:pos:R:3:forces:R:3:nbo_charge:R:1
O 1.576826 -1.991503 2.377746 0.43 0.61 0.01 -0.79
O -1.251418 1.582424 -2.095285 -1.13 0.55 0.65 -0.74
O 1.703473 0.280745 2.268005 0.32 0.45 -0.09 -0.78
C -0.276505 0.562606 -2.021213 -0.05 -0.34 -1.57 0.10
C 0.984884 1.115354 -1.357459 1.13 0.50 -1.62 -0.65
C 1.161769 -0.811099 2.447476 -2.21 -1.75 0.19 0.80
C -0.485811 -0.756380 2.754612 2.41 1.78 -0.43 -0.78
C -0.775458 -0.677697 -1.282728 0.89 -1.65 -1.41 -0.67
H -0.820271 -1.553674 3.392395 -0.28 -0.67 -0.34 0.19
H 1.039003 2.197814 -1.564611 -0.08 -0.32 -0.28 0.21
H 0.960519 1.084845 -0.273652 0.28 -0.73 0.23 0.25
H -0.801934 -0.535896 -0.193772 -0.38 -0.17 -0.49 0.23
H -0.916920 -0.626403 1.738947 -0.26 -0.39 0.99 0.18
H 1.918111 0.681434 -1.855913 -1.12 0.27 1.24 0.21
H -0.169617 0.378989 -3.165307 0.49 -0.22 1.94 0.16
H -0.554381 0.177962 3.327674 -0.50 -0.01 -0.30 0.19
H -0.055841 -1.490162 -1.506346 0.62 0.58 0.75 0.23
H -1.582074 -1.271974 -1.771430 -0.58 1.37 0.66 0.21
H -1.654357 1.652614 -1.219137 0.02 0.14 -0.13 0.46
```
Positions in Å, forces in eV/Å.

Summary:
HOMO-LUMO gap: 7.20 eV
energy relative to the best compared isomer or geometry (same formula, charge and spin): 153.89 kJ/mol
total charge: -1
spin multiplicity: 1
E: -11506.4725 eV

---

Record 2
Formula: C9H7MnN2O5
Source: the OMol25 dataset
Level of theory: the ωB97M-V functional and the def2-TZVPD basis

The geometry in XYZ format:
```
24
Properties=species:S:1:pos:R:3:forces:R:3:nbo_charge:R:1
Mn -1.614817 -0.275287 -0.172530 3.65 6.30 -2.22 0.97
O -3.393348 -2.569636 -0.405530 3.89 5.79 0.63 -0.33
O 0.036547 -5.108987 3.210844 -0.52 1.96 -0.88 -0.48
O -2.653574 3.579935 -2.586748 -2.79 2.93 -0.89 -0.39
O -1.809512 2.303657 1.437327 0.22 -4.83 -6.35 -0.39
O -1.358311 0.305859 -3.092414 -2.71 1.60 4.89 -0.48
N 0.417686 0.247502 -0.525107 1.62 0.43 -0.83 -0.62
N 2.543053 0.399592 0.064967 0.27 -0.44 1.24 -0.50
C 2.575548 0.238142 -1.293299 -0.52 0.55 -0.93 -0.06
C -2.717917 -1.571709 -0.365017 -8.36 -11.48 -1.73 0.37
C -1.951813 2.768809 -2.378092 2.76 -1.37 1.04 0.55
C 1.252462 0.278406 -1.706582 0.49 -0.28 1.68 -0.08
C 1.267375 0.334181 0.504027 0.73 -0.18 0.03 0.42
C 1.163995 0.271392 1.996960 -0.36 0.00 0.35 -0.66
C -0.223983 -4.095426 2.756918 0.52 -1.94 0.87 0.48
C -1.884725 0.711983 -2.086542 2.21 -2.91 -6.88 0.30
C -1.788026 1.515378 0.516140 -0.59 7.07 8.33 0.41
H 0.810085 0.444812 -2.677932 0.31 -0.59 0.11 0.25
H 2.241393 0.316920 2.336629 -1.57 0.12 0.28 0.23
H -0.982315 -1.100916 0.725038 1.42 -2.93 3.36 -0.19
H 0.699155 -0.666255 2.364240 0.42 0.34 -0.39 0.27
H 3.310670 0.528309 0.773154 -0.90 -0.45 -1.70 0.45
H 3.537667 0.064802 -1.800027 -0.88 0.54 0.05 0.26
H 0.522703 1.078539 2.403575 0.70 -0.23 -0.07 0.25
```
Positions in Å, forces in eV/Å.

Summary:
HOMO-LUMO gap (alpha / beta): 6.50 / 6.99 eV
energy relative to the best compared isomer or geometry (same formula, charge and spin): 154.42 kJ/mol
total charge: +1
spin multiplicity: 6
E: -53970.6863 eV